Density functional theory data (ωB97M-V/def2-TZVPD) for a single C9H11NO2 molecule in a non-equilibrium geometry.

Output
HOMO energy (eV): -9.167
SMILES: N[C@@H](Cc1ccccc1)C(=O)O
ΔE to the lowest compared entry with this formula, charge and spin (kJ/mol): 264.1
Strongest force on any atom (eV Å⁻¹): 4.042

Geometry (Å):
C -0.068991 -1.170960 1.729642
C 1.215595 -0.260108 1.746629
C -0.555535 -1.499369 0.334268
C -0.284535 -0.296169 -0.639702
C 0.682332 -0.564248 -1.718438
C -0.956622 0.927996 -0.602163
C 0.991598 0.421924 -2.653557
C -0.526400 1.932753 -1.541324
C 0.343105 1.689695 -2.555819
H -1.820181 -0.501098 2.298814
H -1.002567 -0.546642 3.490006
H 0.141078 -2.123808 2.212044
H 0.127831 -2.309627 -0.134286
H -1.628601 -1.750824 0.217552
H 1.124712 -1.517741 -1.804920
H -1.620005 1.322048 0.143042
H 1.635956 -0.080667 -3.401775
H -0.859380 2.896365 -1.504772
H 0.849560 2.466399 -3.173593
H -0.194675 0.772081 1.735099
N -0.880709 -0.251977 2.513647
O 2.364869 -0.572240 1.701065
O 0.921566 1.016217 1.608545

Cartesian forces, eV/Å:
C 2.1 -0.3 1.2
C 1.5 0.6 -2.1
C 1.3 1.1 -2.6
C 0.1 -1.1 -1.3
C -2.4 2.6 1.5
C 2.0 0.8 -1.8
C -0.9 -2.0 0.8
C 0.0 -2.7 0.5
C 3.2 -0.9 -1.2
H -1.4 0.4 -1.0
H 1.4 0.5 0.1
H 0.1 0.1 0.4
H -1.4 0.9 1.3
H 0.6 -0.2 0.6
H 0.4 -1.0 0.1
H -0.4 -0.6 0.5
H -0.1 1.7 -0.1
H -1.2 2.4 0.6
H -1.2 -0.3 0.4
H 2.6 2.4 0.6
N -3.2 -1.7 0.6
O 1.0 -2.0 0.5
O -3.9 -0.9 0.5

Partial atomic charges computed with the natural (NBO) method, in multiples of e: number 1, C, carries -0.174; number 2, C, carries 0.745; number 3, C, carries -0.442; number 4, C, carries -0.004; number 5, C, carries -0.210; number 6, C, carries -0.232; number 7, C, carries -0.200; number 8, C, carries -0.187; number 9, C, carries -0.222; number 10, H, carries 0.369; number 11, H, carries 0.404; number 12, H, carries 0.218; number 13, H, carries 0.243; number 14, H, carries 0.229; number 15, H, carries 0.204; number 16, H, carries 0.213; number 17, H, carries 0.225; number 18, H, carries 0.206; number 19, H, carries 0.220; number 20, H, carries 0.486; number 21, N, carries -0.820; number 22, O, carries -0.588; number 23, O, carries -0.682